{"formula": "C7H17BN3O2", "method": "wB97M-V/def2-TZVPD", "molar_mass_g_mol": 186.04, "smiles": "CN1B(O)[C@@H]([N+](C)(C)C)CNC1=O", "charge": 1, "fmax_ev_per_a": 4.87, "homo_ev": -13.16, "species": ["C", "N", "B", "O", "C", "N", "C", "C", "C", "C", "N", "C", "O", "H", "H", "H", "H", "H", "H", "H", "H", "H", "H", "H", "H", "H", "H", "H", "H", "H"], "coordinates": [[-2.523077, 1.192957, 2.773505], [-1.910606, 0.166527, 1.799472], [-1.181373, 0.788687, 0.740041], [-1.143731, 2.057771, 0.520198], [-0.300380, -0.372063, -0.380341], [1.012732, -0.020767, -0.997599], [1.458008, -1.215561, -1.656723], [2.084564, 0.309567, 0.093153], [0.840649, 1.142016, -1.849900], [-0.397941, -1.714000, 0.352446], [-1.746536, -1.955556, 0.862429], [-2.257256, -1.189538, 1.881176], [-3.088728, -1.608206, 2.665004], [-3.445297, 1.403547, 2.384203], [-2.683100, 0.694413, 3.795059], [-2.012398, 2.156772, 2.624108], [-1.601954, 2.700614, 1.007165], [-0.995603, -0.603975, -1.359911], [2.397907, -1.038124, -2.271678], [1.589023, -2.121170, -1.033789], [0.690933, -1.405852, -2.361285], [2.185685, -0.590755, 0.740542], [2.923391, 0.724317, -0.398106], [1.766281, 1.108629, 0.831485], [1.789661, 1.515133, -2.200011], [0.217794, 1.053645, -2.670547], [0.390362, 1.948202, -1.375881], [-0.170728, -2.563737, -0.331774], [0.366786, -1.675415, 1.189254], [-1.916212, -2.932316, 0.846845]], "forces_ev_per_angstrom": [[1.38, -2.55, 0.43], [0.65, 1.60, 0.51], [0.86, -4.71, -0.90], [1.72, 1.68, -2.20], [-4.70, 0.55, -0.63], [0.63, 0.51, 3.71], [2.33, -1.02, -2.38], [-2.27, 0.21, 1.73], [1.76, 0.67, -0.40], [1.38, -0.10, 0.49], [1.74, 0.86, -0.88], [-1.85, -0.03, 0.52], [0.89, 0.41, -0.34], [-2.80, 0.27, -0.71], [0.77, 1.24, -1.44], [0.42, -0.78, 1.32], [-1.00, 1.15, 0.97], [1.35, 1.11, 2.26], [-1.00, -0.06, 1.01], [0.07, 1.08, -0.04], [-0.69, -0.64, -0.93], [0.53, 0.55, -0.98], [1.15, -0.32, -0.51], [-0.32, -0.72, -1.23], [0.52, -0.24, -0.13], [-1.19, -1.36, -1.78], [-0.67, 1.18, 1.81], [-0.16, 0.56, 0.74], [-0.70, -0.48, -0.64], [-0.79, -0.62, 0.63]], "mulliken_charge": [-1.073, 0.075, 0.490, -0.521, -0.407, 0.280, -0.944, -0.824, -1.016, -0.871, -0.133, 0.332, -0.604, 0.483, 0.323, 0.323, 0.350, 0.224, 0.350, 0.338, 0.483, 0.368, 0.456, 0.251, 0.398, 0.445, 0.399, 0.534, 0.218, 0.272]}

{"formula": "C7H17F3N2O2", "method": "wB97M-V/def2-TZVPD", "molar_mass_g_mol": 218.22, "fmax_ev_per_a": 2.78, "homo_ev": -6.77, "species": ["N", "C", "C", "C", "N", "H", "H", "H", "H", "H", "H", "H", "H", "H", "H", "H", "C", "C", "O", "C", "O", "C", "F", "F", "F", "H", "H", "H", "H", "H", "H"], "coordinates": [[1.022816, -1.367303, -1.458328], [1.504553, -0.668267, -2.737301], [0.725696, 0.791726, -2.977195], [1.952551, 1.926883, -2.924218], [2.252592, 2.110634, -1.436522], [-0.013311, -1.287840, -1.361032], [1.449208, -0.809374, -0.679367], [1.366832, -1.389502, -3.649926], [2.672036, -0.485550, -2.570434], [-0.048785, 0.951784, -2.107687], [0.251572, 0.884735, -4.043131], [2.928565, 1.499804, -3.462549], [1.683278, 2.918556, -3.483479], [3.252445, 1.803877, -1.297781], [1.672901, 1.469359, -0.820033], [2.173978, 3.111836, -1.150939], [-2.507553, -2.151942, 3.066223], [-1.614274, -2.146750, 1.841392], [-1.643118, -0.918777, 1.122125], [-0.860346, 0.208231, 1.611660], [0.402171, -0.152027, 1.819203], [-1.519751, 0.952464, 2.838173], [-2.878784, 0.989522, 2.713570], [-1.126393, 2.257108, 2.900944], [-1.259502, 0.410638, 4.052388], [-3.456544, -1.644440, 2.869011], [-2.713197, -3.178719, 3.382601], [-2.026635, -1.653247, 3.908842], [-2.009242, -2.897005, 1.147047], [-0.596351, -2.470364, 2.082965], [-1.037406, 0.933952, 0.803778]], "forces_ev_per_angstrom": [[0.68, 1.88, -1.04], [-0.37, -0.29, 0.59], [1.83, 0.14, -0.74], [-1.11, -1.11, -2.03], [1.30, -0.18, 0.12], [1.12, -0.08, 0.05], [-1.00, -1.05, -0.33], [0.25, 1.55, 1.68], [-2.46, -0.42, -0.58], [1.42, -0.11, -1.83], [0.68, -0.29, 2.19], [-2.26, 0.91, 1.34], [0.45, -1.68, 1.63], [-1.26, 0.58, 0.22], [0.38, 0.94, -0.55], [-0.07, -1.10, 0.05], [0.07, 0.06, 0.50], [-0.12, -0.13, -0.26], [-0.79, 0.22, 0.14], [1.80, -1.17, 0.33], [-0.47, 1.13, -0.24], [-0.44, -0.58, 0.10], [0.35, 0.12, 0.13], [0.07, -0.51, -0.14], [0.05, 0.44, -0.56], [0.11, -0.12, -0.06], [-0.02, 0.00, -0.09], [-0.12, -0.05, -0.09], [0.05, 0.19, -0.16], [0.03, 0.36, 0.04], [-0.16, 0.36, -0.41]], "mulliken_charge": [-0.554, -0.467, -0.439, -0.615, -0.205, 0.261, 0.211, 0.292, 0.268, 0.316, 0.347, 0.294, 0.330, 0.416, 0.118, 0.381, -1.067, -0.251, -0.381, 0.470, -0.911, 0.671, -0.276, -0.294, -0.254, 0.236, 0.415, 0.215, 0.301, 0.292, -0.120]}

{"formula": "C7H17FI2O2P", "method": "wB97M-V/def2-TZVPD", "molar_mass_g_mol": 436.99, "charge": 1, "fmax_ev_per_a": 1.02, "homo_ev": -11.31, "species": ["C", "C", "I", "C", "I", "P", "F", "H", "H", "H", "H", "H", "H", "H", "C", "O", "C", "C", "O", "C", "H", "H", "H", "H", "H", "H", "H", "H", "H", "H"], "coordinates": [[0.448496, 4.718147, -0.096379], [0.302254, 3.221660, 0.091885], [-1.779462, 2.761348, 0.181688], [1.023599, 2.335336, -1.003158], [-0.233492, 1.142990, -2.262167], [2.089650, 3.210409, -2.115515], [3.486891, 3.358106, -1.507115], [-0.132626, 5.091894, -0.934871], [0.057857, 5.213504, 0.784231], [1.488569, 5.035327, -0.202233], [0.680694, 2.934602, 1.061485], [1.646619, 1.618832, -0.474185], [2.238985, 2.501420, -3.297985], [1.630034, 4.473424, -2.467608], [-0.885990, -3.499241, -1.137017], [-1.126095, -4.219406, 0.053294], [-0.052673, -4.164994, 0.980088], [-0.324009, -3.181092, 2.093871], [-0.383507, -1.842844, 1.613349], [-1.706291, -1.362768, 1.458924], [-1.829458, -3.435658, -1.677348], [-0.524949, -2.486303, -0.930094], [-0.156249, -4.020471, -1.766270], [0.882988, -3.913944, 0.470772], [0.056225, -5.163593, 1.412178], [0.493028, -3.231608, 2.818996], [-1.251215, -3.442494, 2.610818], [-2.155543, -1.145536, 2.433665], [-2.337556, -2.071000, 0.917567], [-1.646775, -0.436048, 0.889135]], "forces_ev_per_angstrom": [[-0.10, 0.10, 0.10], [-0.21, -0.14, -0.69], [-0.38, 0.46, 0.82], [-0.51, 0.18, 0.81], [0.54, -0.22, -0.73], [-0.47, -0.45, -0.46], [0.33, 0.30, 0.15], [-0.01, 0.00, -0.22], [0.00, 0.14, 0.14], [0.17, 0.00, 0.08], [0.20, -0.18, 0.10], [0.19, -0.21, -0.11], [0.25, -0.07, -0.01], [-0.01, 0.07, 0.05], [-0.02, -0.06, -0.01], [0.01, 0.15, 0.00], [-0.13, -0.19, -0.01], [0.18, 0.11, 0.05], [-0.06, 0.00, -0.10], [0.06, 0.02, 0.03], [-0.01, -0.04, 0.00], [0.01, 0.00, 0.00], [0.03, 0.05, -0.01], [0.01, 0.03, 0.00], [0.03, 0.01, 0.00], [-0.01, -0.02, 0.01], [-0.03, -0.01, -0.02], [-0.06, -0.03, -0.02], [0.00, -0.02, 0.02], [-0.01, 0.04, 0.01]], "mulliken_charge": [-1.669, -0.179, 0.139, -0.545, 0.326, 0.406, -0.162, 0.468, 0.424, 0.489, 0.430, 0.457, 0.177, 0.202, -0.692, -0.378, -0.474, -0.514, -0.337, -0.404, 0.259, 0.259, 0.339, 0.307, 0.390, 0.370, 0.329, 0.348, 0.338, -0.104]}

{"formula": "C7H17FO3P", "method": "wB97M-V/def2-TZVPD", "molar_mass_g_mol": 199.18, "charge": 1, "fmax_ev_per_a": 0.31, "homo_ev": -12.82, "species": ["C", "P", "C", "C", "C", "F", "H", "H", "H", "H", "H", "H", "H", "H", "H", "H", "H", "C", "O", "C", "O", "O", "C", "H", "H", "H", "H", "H", "H"], "coordinates": [[-4.085629, 1.070286, 0.836309], [-3.851318, -0.652513, 0.418782], [-3.387798, -0.864370, -1.305958], [-2.015494, -0.243326, -1.622741], [-0.893430, -0.725674, -0.728513], [-0.974941, -0.014084, 0.481876], [-4.414541, 1.603330, -0.055189], [-3.135657, 1.483245, 1.171727], [-4.833488, 1.175732, 1.619622], [-2.879499, -1.194670, 1.251930], [-5.022345, -1.363767, 0.666665], [-3.447128, -1.919697, -1.575108], [-4.165435, -0.329060, -1.858956], [-2.077452, 0.841207, -1.514497], [-1.771933, -0.443862, -2.665940], [-0.974189, -1.787106, -0.476300], [0.086258, -0.550719, -1.170150], [6.140017, -0.275508, -0.097261], [4.971106, 0.525067, -0.332544], [3.978816, 0.314541, 0.521038], [3.970755, -0.472448, 1.431400], [2.967045, 1.133606, 0.203651], [1.844120, 1.030552, 1.081238], [6.846473, 0.013820, -0.867927], [6.547309, -0.069074, 0.889862], [5.898120, -1.333006, -0.178248], [2.122044, 1.300131, 2.098516], [1.449331, 0.015626, 1.079979], [1.108883, 1.731742, 0.696736]], "forces_ev_per_angstrom": [[0.04, 0.09, -0.02], [0.10, 0.00, 0.08], [0.07, 0.30, -0.05], [0.00, -0.03, 0.04], [0.01, -0.13, -0.09], [-0.17, -0.08, -0.03], [-0.07, 0.04, 0.02], [0.01, 0.01, -0.01], [0.02, -0.02, 0.03], [-0.09, -0.14, 0.09], [-0.06, -0.04, -0.02], [0.04, -0.02, 0.09], [-0.04, -0.15, -0.08], [0.08, 0.03, -0.10], [-0.05, -0.05, 0.00], [0.02, 0.03, -0.06], [-0.01, 0.15, 0.09], [0.03, 0.00, -0.03], [-0.04, -0.01, 0.00], [0.02, 0.04, 0.06], [-0.01, -0.01, -0.04], [0.00, -0.02, -0.01], [0.06, 0.02, -0.01], [0.00, 0.00, 0.00], [-0.01, -0.01, 0.01], [-0.01, 0.00, 0.01], [0.02, -0.01, 0.01], [0.03, 0.04, 0.03], [0.01, -0.02, 0.00]], "mulliken_charge": [-0.915, 0.263, -0.680, -0.661, -0.328, -0.327, 0.362, 0.328, 0.395, 0.149, 0.179, 0.422, 0.414, 0.308, 0.406, 0.324, 0.358, -0.626, -0.318, 0.783, -0.541, -0.329, -0.524, 0.220, 0.300, 0.296, 0.351, 0.202, 0.188]}

{"formula": "C7H17N", "method": "wB97M-V/def2-TZVPD", "molar_mass_g_mol": 115.22, "fmax_ev_per_a": 2.17, "homo_ev": -8.30, "species": ["C", "C", "C", "C", "N", "C", "C", "C", "H", "H", "H", "H", "H", "H", "H", "H", "H", "H", "H", "H", "H", "H", "H", "H", "H"], "coordinates": [[-2.483878, -0.565031, -0.850279], [-3.004882, -0.084411, 0.514813], [-3.098164, 1.433012, 0.557410], [-0.932977, -0.671540, -0.826132], [-0.197295, -1.082572, 0.145174], [3.085113, -0.797105, -0.728579], [3.641185, 0.155954, 0.321898], [2.581170, 1.123191, 0.818520], [-2.924366, -1.507947, -1.170387], [-2.653525, 0.206347, -1.605173], [-2.310768, -0.502492, 1.239228], [-3.991778, -0.465333, 0.785796], [-3.710116, 1.818459, -0.255592], [-3.474103, 1.798924, 1.510617], [-2.106050, 1.882263, 0.417553], [-0.510245, -0.475095, -1.840139], [-0.447345, 0.162749, -0.063156], [2.259370, -1.329320, -0.266884], [3.821852, -1.503995, -1.093891], [2.629003, -0.222964, -1.543766], [3.841236, -0.466661, 1.199097], [4.589220, 0.582280, 0.009803], [1.707746, 0.518430, 1.056200], [2.910565, 1.586311, 1.749700], [2.293930, 1.919212, 0.125239]], "forces_ev_per_angstrom": [[0.44, 0.81, 0.51], [-0.41, -0.21, -0.28], [0.81, 0.16, 0.09], [-1.27, -0.84, -1.54], [0.06, 0.70, 0.62], [-0.44, 0.54, 0.10], [-0.18, -0.85, 0.34], [0.16, 0.23, 0.17], [0.18, -0.08, -0.10], [-0.47, -0.22, -0.19], [0.03, 0.21, 0.38], [0.05, -0.31, -0.34], [-0.23, -0.04, 0.04], [-0.10, 0.01, 0.00], [-0.05, 0.04, 0.06], [0.10, -0.02, 0.00], [0.71, -0.23, 0.79], [-0.05, -0.28, -0.09], [0.10, -0.01, -0.19], [0.28, -0.18, -0.21], [0.44, 0.00, -0.01], [0.01, 0.43, -0.02], [-0.21, 0.13, 0.01], [-0.05, 0.17, -0.03], [0.09, -0.15, -0.11]], "mulliken_charge": [-0.485, -0.698, -1.127, 0.136, -0.675, -1.017, -0.255, -0.946, 0.377, 0.285, 0.445, 0.350, 0.321, 0.350, 0.278, 0.394, 0.036, 0.293, 0.349, 0.228, 0.211, 0.332, 0.162, 0.340, 0.316]}

{"formula": "C7H17N", "method": "wB97M-V/def2-TZVPD", "molar_mass_g_mol": 115.22, "smiles": "C=NCC.CCCC", "fmax_ev_per_a": 1.05, "homo_ev": -9.63, "species": ["C", "N", "C", "C", "H", "H", "H", "H", "H", "H", "H", "C", "C", "C", "C", "H", "H", "H", "H", "H", "H", "H", "H", "H", "H"], "coordinates": [[3.105715, -0.102086, -0.447060], [2.706753, -1.264788, -0.710749], [1.355546, -1.619224, -0.290933], [0.981641, -3.002425, -0.835604], [2.429228, 0.585200, 0.081181], [4.097648, 0.244838, -0.705270], [1.366449, -1.695277, 0.799043], [0.636654, -0.897395, -0.680737], [-0.053922, -3.233201, -0.585500], [1.028713, -2.986605, -1.927499], [1.687602, -3.747440, -0.477819], [-2.426384, 2.577665, -0.951417], [-1.994408, 1.309781, -0.206397], [-1.549172, 1.583628, 1.220783], [-1.388405, 0.285888, 2.025365], [-3.139511, 3.137041, -0.341110], [-2.882684, 2.394197, -1.919699], [-1.556376, 3.228334, -1.062312], [-1.156743, 0.835648, -0.727054], [-2.823314, 0.597674, -0.257805], [-2.236770, 2.258858, 1.735486], [-0.574530, 2.077004, 1.215966], [-2.275507, -0.341309, 1.937209], [-1.245300, 0.482704, 3.087865], [-0.510617, -0.244931, 1.669163]], "forces_ev_per_angstrom": [[-0.79, 0.01, 0.36], [0.52, -0.07, -0.29], [0.22, -0.98, -0.31], [-0.01, 0.64, -0.42], [0.25, 0.27, -0.05], [0.13, -0.10, -0.11], [-0.31, 0.39, 0.03], [-0.06, 0.25, 0.38], [0.10, -0.23, 0.26], [0.12, -0.03, 0.04], [-0.17, -0.15, 0.09], [0.42, 0.16, 0.60], [-0.20, 0.22, -0.51], [0.03, -0.47, 0.41], [-0.10, 0.43, 0.05], [-0.11, -0.06, -0.06], [0.10, -0.11, -0.11], [-0.07, 0.09, -0.25], [-0.08, -0.04, -0.13], [0.05, -0.08, 0.33], [-0.12, -0.01, -0.10], [-0.04, 0.23, -0.10], [0.05, -0.11, -0.09], [0.08, 0.07, 0.02], [-0.02, -0.32, -0.05]], "mulliken_charge": [-0.233, -0.507, 0.232, -1.274, 0.179, 0.273, 0.299, 0.040, 0.348, 0.316, 0.331, -1.303, -0.084, -0.332, -0.895, 0.311, 0.370, 0.311, -0.033, 0.352, 0.357, 0.259, 0.337, 0.358, -0.011]}

Please write out number 5 again, unchanged.
{"formula": "C7H17N", "method": "wB97M-V/def2-TZVPD", "molar_mass_g_mol": 115.22, "fmax_ev_per_a": 2.17, "homo_ev": -8.30, "species": ["C", "C", "C", "C", "N", "C", "C", "C", "H", "H", "H", "H", "H", "H", "H", "H", "H", "H", "H", "H", "H", "H", "H", "H", "H"], "coordinates": [[-2.483878, -0.565031, -0.850279], [-3.004882, -0.084411, 0.514813], [-3.098164, 1.433012, 0.557410], [-0.932977, -0.671540, -0.826132], [-0.197295, -1.082572, 0.145174], [3.085113, -0.797105, -0.728579], [3.641185, 0.155954, 0.321898], [2.581170, 1.123191, 0.818520], [-2.924366, -1.507947, -1.170387], [-2.653525, 0.206347, -1.605173], [-2.310768, -0.502492, 1.239228], [-3.991778, -0.465333, 0.785796], [-3.710116, 1.818459, -0.255592], [-3.474103, 1.798924, 1.510617], [-2.106050, 1.882263, 0.417553], [-0.510245, -0.475095, -1.840139], [-0.447345, 0.162749, -0.063156], [2.259370, -1.329320, -0.266884], [3.821852, -1.503995, -1.093891], [2.629003, -0.222964, -1.543766], [3.841236, -0.466661, 1.199097], [4.589220, 0.582280, 0.009803], [1.707746, 0.518430, 1.056200], [2.910565, 1.586311, 1.749700], [2.293930, 1.919212, 0.125239]], "forces_ev_per_angstrom": [[0.44, 0.81, 0.51], [-0.41, -0.21, -0.28], [0.81, 0.16, 0.09], [-1.27, -0.84, -1.54], [0.06, 0.70, 0.62], [-0.44, 0.54, 0.10], [-0.18, -0.85, 0.34], [0.16, 0.23, 0.17], [0.18, -0.08, -0.10], [-0.47, -0.22, -0.19], [0.03, 0.21, 0.38], [0.05, -0.31, -0.34], [-0.23, -0.04, 0.04], [-0.10, 0.01, 0.00], [-0.05, 0.04, 0.06], [0.10, -0.02, 0.00], [0.71, -0.23, 0.79], [-0.05, -0.28, -0.09], [0.10, -0.01, -0.19], [0.28, -0.18, -0.21], [0.44, 0.00, -0.01], [0.01, 0.43, -0.02], [-0.21, 0.13, 0.01], [-0.05, 0.17, -0.03], [0.09, -0.15, -0.11]], "mulliken_charge": [-0.485, -0.698, -1.127, 0.136, -0.675, -1.017, -0.255, -0.946, 0.377, 0.285, 0.445, 0.350, 0.321, 0.350, 0.278, 0.394, 0.036, 0.293, 0.349, 0.228, 0.211, 0.332, 0.162, 0.340, 0.316]}